Record 1
Computed, not measured: a cluster of 2 separate species, C5H14N2O in total in a non-equilibrium geometry, with the ωB97M-V functional and the def2-TZVPD basis.

Total charge   +3
HOMO-LUMO gap (alpha / beta)   7.6079 / 4.3558 eV
2S+1   2
Highest occupied orbital energy (alpha / beta)   -21.90 / -21.90 eV
F_max   2.0 eV/Å
<S²>   0.75

Each line ends with the Mulliken spin population.
Geometry (Å):
H -1.62 -2.24 2.92  0.0000
C 1.12 0.90 -0.87  0.3738
H -1.31 -0.40 -1.81  -0.0026
H -1.56 0.76 -0.56  -0.0141
H 0.84 1.18 -3.11  0.0224
H 0.60 2.41 1.35  -0.0021
N 2.00 1.41 0.18  0.0137
N -1.97 -1.22 -0.01  0.0054
H 2.99 1.15 0.05  0.0024
C 0.42 -0.38 -0.59  0.0760
H 0.75 -1.16 -1.29  0.0595
C 1.60 2.01 1.24  0.0214
H 1.47 2.58 -2.23  0.0155
H 0.59 -0.79 0.40  -0.0057
H -2.94 -0.97 -0.24  0.0009
H -0.38 -2.97 2.58  0.0000
C -1.15 -0.23 -0.76  0.0554
C 1.14 1.54 -2.12  0.3764
H -1.94 -2.21 -0.29  -0.0002
O -1.16 -2.63 2.15  0.0001
H 2.28 2.30 2.04  0.0005
H -1.77 -1.06 0.97  0.0012

=====

Record 2
Computed, not measured: a cluster of 2 separate species, C5H14N2O in total in a non-equilibrium geometry, with the ωB97M-V functional and the def2-TZVPD basis.

Total charge   +3
HOMO-LUMO gap (alpha / beta)   6.4089 / 3.9536 eV
2S+1   2
Highest occupied orbital energy (alpha / beta)   -21.11 / -21.09 eV
F_max   1.6 eV/Å
<S²>   0.76

Each line ends with the Mulliken spin population.
Geometry (Å):
H 1.78 -4.37 -2.36  0.0074
O -1.32 3.77 -0.15  0.0048
H 0.25 -3.57 -1.51  0.0096
H 3.01 -2.52 -1.65  -0.0097
H -1.64 2.18 1.19  0.0005
C 0.05 0.39 0.13  0.0229
H 2.41 -0.57 -1.01  0.0019
H -2.48 1.06 1.91  0.0003
H -1.95 3.82 -0.89  -0.0001
H -0.55 -1.57 -0.68  -0.0014
C 1.29 -3.57 -1.82  0.1180
H 1.02 0.85 0.26  0.0056
H -1.09 -0.62 1.76  -0.0029
H 0.19 0.19 2.32  0.0000
C 0.30 -0.90 -0.55  0.2634
H -0.45 1.07 -0.58  0.0870
C 1.58 -1.26 -1.01  0.4865
H -0.98 4.68 -0.14  -0.0001
N -1.52 1.43 1.88  0.0000
N 1.99 -2.51 -1.50  -0.0229
H -1.30 1.69 2.85  0.0004
C -0.57 0.32 1.54  0.0290

=====

Record 3
Computed, not measured: a structure of composition C5H14N2O2 in a non-equilibrium geometry, with the ωB97M-V functional and the def2-TZVPD basis.

HOMO-LUMO gap   8.2060 eV
Highest occupied orbital energy   -7.67 eV
F_max   2.2 eV/Å

Each line ends with the Löwdin charge.
Geometry (Å):
C -0.43 0.96 1.58  -0.1121
H -1.01 -0.62 0.49  0.0873
H -1.79 -0.56 2.22  0.0777
H 1.86 2.36 -0.31  0.0770
H -0.22 1.97 -1.53  0.0785
O 1.31 -1.71 0.28  -0.0139
H -0.99 -2.80 -0.15  0.0812
H -1.06 2.88 -0.41  0.0908
C 0.17 1.49 0.41  -0.5333
C -0.53 -2.34 -1.03  -0.0440
H 1.99 1.91 1.28  0.0723
H 0.05 -3.12 -1.54  0.0852
H 0.35 0.23 -0.11  0.1341
C 0.37 -1.19 -0.63  -0.5398
H 1.37 -1.40 -2.30  0.0882
H 1.86 -0.98 0.59  0.0892
O 1.01 -0.66 -1.78  -0.0500
H -2.38 0.48 0.86  0.0829
N 1.37 2.28 0.57  0.0707
N -0.69 1.97 -0.63  0.0829
C -1.51 0.04 1.37  -0.0997
H -1.31 -1.99 -1.70  0.0872
H 0.20 0.83 2.46  0.1077

=====

Record 4
Computed, not measured: the molecule C5H14N2S in a non-equilibrium geometry, with the ωB97M-V functional and the def2-TZVPD basis.

HOMO-LUMO gap   9.5132 eV
Highest occupied orbital energy   -8.49 eV
F_max   3.5 eV/Å

Each line ends with the Löwdin charge.
Geometry (Å):
C 0.22 -0.31 -0.49  -0.4168
H -1.55 -1.56 -0.12  0.1086
C 1.20 -1.26 -2.61  -0.1125
H 0.54 -1.90 -3.30  0.0887
H 2.16 -1.79 -2.68  0.0633
N 0.35 -1.43 -1.40  -0.1425
C -1.15 -0.62 0.34  -0.1926
C -3.27 0.57 0.86  -0.1619
H 1.11 2.20 0.63  -0.1930
H 1.10 -0.17 -2.85  0.0917
H 0.50 -2.34 -0.94  0.1266
H 2.23 -0.52 -0.11  0.0475
H -4.11 0.29 0.11  0.0890
C 1.38 -0.22 0.46  -0.5662
H -2.03 0.97 -0.77  0.1490
H -3.45 1.57 1.25  0.0586
H 0.15 0.69 -1.04  0.1398
H -1.15 -0.92 1.36  0.0868
N -1.89 0.67 0.29  -0.1396
H -3.53 -0.22 1.60  0.0732
H 1.44 -1.01 1.28  0.0915
S 1.69 1.32 1.37  0.7109

=====

Record 5
Computed, not measured: the molecule C5H14N2S in a non-equilibrium geometry, with the ωB97M-V functional and the def2-TZVPD basis.

HOMO-LUMO gap   9.5144 eV
Highest occupied orbital energy   -8.56 eV
F_max   2.4 eV/Å

Each line ends with the Löwdin charge.
Geometry (Å):
N -0.24 1.88 -0.86  -0.0748
H 2.09 -0.06 0.61  0.0992
C 0.07 -0.72 0.89  -0.3019
H -2.16 2.16 -1.39  0.1103
H -0.21 -1.14 -0.05  0.0718
H -2.71 0.10 -1.14  0.0500
H 0.42 -1.41 2.87  0.0771
H -0.91 -0.28 1.11  0.1088
H 2.66 -2.53 2.39  -0.1553
C 1.09 0.37 0.59  -0.2005
H -0.96 1.63 -2.76  0.1065
S 1.75 -2.94 1.50  0.7100
C -1.33 1.55 -1.75  -0.2676
C 0.41 -1.80 1.86  -0.6139
N -1.81 0.16 -1.57  0.0028
H -1.76 -0.54 -2.28  0.0631
H -0.56 2.05 0.05  0.0632
H 0.85 0.23 -1.59  0.1121
H 1.08 1.19 1.29  0.1069
H 1.78 1.59 -1.07  0.1010
C 0.92 0.97 -0.80  -0.2333
H -0.45 -2.44 2.09  0.0647

=====

Record 6
Computed, not measured: the ion C5H14N2S with charge +1 in a non-equilibrium geometry, with the ωB97M-V functional and the def2-TZVPD basis.

Total charge   +1
HOMO-LUMO gap (alpha / beta)   9.8404 / 4.3181 eV
2S+1   2
Highest occupied orbital energy (alpha / beta)   -12.39 / -12.22 eV
F_max   4.1 eV/Å
<S²>   0.76

Each line ends with the Mulliken spin population.
Geometry (Å):
N -0.86 -0.71 0.81  0.5646
H -1.76 -1.36 2.60  0.0081
S 3.02 0.34 -1.88  0.0081
H 1.82 2.35 0.93  -0.0067
H 0.70 -0.59 -1.94  -0.0016
H -1.07 0.78 -0.78  0.0252
H -0.51 -2.54 -0.23  0.0262
H -1.46 -1.38 -1.15  0.0059
H -1.62 0.36 2.44  0.0011
C 1.01 0.64 -0.11  0.0640
C 1.27 0.26 -1.55  0.0137
H -0.72 1.38 0.83  -0.0242
H -2.86 -0.51 1.48  0.0280
H 1.47 2.70 -0.66  -0.0045
C -1.25 -1.74 -0.14  0.0082
C -0.51 0.55 0.15  0.0398
H 3.42 -0.78 -1.27  0.0012
C -1.85 -0.54 1.87  0.0085
H 0.93 1.09 -2.17  -0.0004
H -2.18 -2.23 0.16  0.0096
H 1.50 -0.05 0.58  -0.0142
N 1.53 1.98 0.04  0.2396